Record 1
2 unconnected molecules or ions with the total composition C4H12OS2 at a distorted geometry, computed with the ωB97M-V functional and the def2-TZVPD basis.

The geometry in XYZ format:
```
19
C4H12OS2 the ωB97M-V functional and the def2-TZVPD basis
C 0.910 -1.678 0.841
C 1.795 -0.524 1.279
S 1.089 1.167 1.319
S 0.638 1.426 -0.767
C -0.822 0.357 -0.861
C -1.489 0.502 -2.279
H 1.304 -2.654 1.255
H 0.992 -1.742 -0.316
H -0.093 -1.496 1.189
H 2.696 -0.587 0.613
H 2.080 -0.705 2.292
H -0.349 -0.563 -0.861
H -1.572 0.609 -0.099
H -2.479 -0.010 -2.345
H -0.761 0.078 -3.038
H -1.656 1.669 -2.391
O -3.131 -2.779 0.073
H -2.524 -2.244 0.577
H -2.578 -3.558 -0.158
```

As for the LUMO energy: 0.53 eV.

Here are the natural (NBO) charges for atoms 1 to 2, given in e: number 1, C, carries -0.620; number 2, C, carries -0.536



Record 2
C7H10O in the gas phase at a distorted geometry, computed with the ωB97M-V functional and the def2-TZVPD basis.

The geometry in XYZ format:
```
18
C7H10O the ωB97M-V functional and the def2-TZVPD basis
C 1.486 1.756 0.296
C 1.674 0.616 -0.368
C 0.850 -0.579 0.053
C 1.275 -1.742 -0.426
C -0.202 -0.473 1.009
C -1.591 -0.594 0.860
C -2.035 -0.226 -0.515
O -1.965 1.209 -0.566
H 2.019 2.617 0.070
H 1.040 1.935 1.334
H 2.069 0.370 -1.317
H 0.975 -2.720 -0.143
H 2.071 -1.784 -1.192
H 0.240 0.011 2.135
H -2.345 -0.511 1.627
H -1.454 -0.640 -1.468
H -3.121 -0.510 -0.865
H -0.986 1.266 -0.522
```

As for the LUMO energy: 0.54 eV.

Here are the natural (NBO) charges for atoms 1 to 2, given in e: number 1, C, carries -0.401; number 2, C, carries -0.197



Record 3
C2H2Br3NSi in the gas phase at a distorted geometry, computed with the ωB97M-V functional and the def2-TZVPD basis.

The geometry in XYZ format:
```
9
C2H2Br3NSi the ωB97M-V functional and the def2-TZVPD basis
N -0.288 2.861 -0.374
C -0.235 1.726 -0.225
C -0.301 0.321 -0.046
Si -2.558 -0.037 0.027
Br -3.689 1.049 -1.513
Br -2.761 -2.228 -0.251
Br -3.218 0.512 2.063
H 0.119 -0.016 0.894
H 0.088 -0.227 -0.898
```

As for the LUMO energy: -0.44 eV.

Here are the natural (NBO) charges for atoms 1 to 2, given in e: number 1, N, carries -0.318; number 2, C, carries 0.236



Let's list HOMO in order: -8.90 -9.04 -10.36 eV.
Let's list energy relative to the best compared isomer or geometry (same formula, charge and spin) in order: 22.5 100.0 0.8 kcal per mole.
Let's list frontier orbital gap in order: 9.4 9.6 9.9 eV.